Entry 1:
Density functional theory data (wB97M-V/def2-TZVPD) for a molecular structure, C20H19FIN4O10 at a distorted geometry.

Properties
**Kohn-Sham gap**: 4.837 eV
**Calculated total energy**: -2142.3788 Ha
**Charge**: -1
**HOMO energy**: -4.48 eV

```
55
C20H19FIN4O10 (wB97M-V/def2-TZVPD)
O -5.276 -3.908 5.106
C -4.256 -3.555 5.612
O -3.897 -4.123 6.857
C -3.247 -2.528 5.025
C -3.771 -1.750 3.770
C -3.963 -2.628 2.488
C -2.632 -2.975 1.727
N -3.033 -3.218 0.300
I -1.283 -3.612 -0.756
C -2.082 -4.350 2.274
O -1.220 -4.452 3.175
O -2.605 -5.414 1.775
C -1.580 -1.803 1.695
O -1.928 -0.758 1.196
N -0.237 -1.864 2.251
C -0.132 -1.297 3.544
O -0.115 -1.858 4.578
F -0.018 0.090 3.558
H -3.707 -3.364 7.439
H -2.281 -3.070 4.860
H -3.038 -1.764 5.830
H -4.788 -1.337 4.030
H -3.128 -0.842 3.607
H -4.554 -3.557 2.677
H -4.584 -2.015 1.771
H -3.368 -2.341 -0.113
H 0.179 -2.795 2.192
C 0.555 2.509 -3.530
C -0.279 2.322 -4.627
C -1.122 1.220 -4.680
C -1.123 0.317 -3.627
C -0.289 0.491 -2.530
C 0.553 1.594 -2.484
N -2.027 -0.836 -3.663
O -2.737 -0.975 -4.647
O -2.016 -1.584 -2.703
H 1.202 3.369 -3.492
H -0.273 3.038 -5.441
H -1.767 1.082 -5.538
H -0.288 -0.217 -1.709
H 1.202 1.739 -1.633
C 7.524 3.901 -2.719
C 6.928 5.145 -2.892
C 5.549 5.273 -2.799
C 4.780 4.150 -2.528
C 5.365 2.903 -2.360
C 6.744 2.782 -2.458
N 3.325 4.285 -2.404
O 2.840 5.389 -2.575
O 2.684 3.285 -2.133
H 8.602 3.805 -2.787
H 7.539 6.015 -3.097
H 5.094 6.245 -2.935
H 4.766 2.026 -2.153
H 7.212 1.814 -2.326
```

---

Entry 2:
Density functional theory data (wB97M-V/def2-TZVPD) for 2 unconnected molecules or ions with the total composition C20H19N2O2 at a distorted geometry.

Properties
**Kohn-Sham gap**: 6.287 eV
**Calculated total energy**: -1033.4754 Ha
**Energy above the lowest of the compared OMol25 structures with the same formula, charge and spin**: 0.0 kcal/mol
**Charge**: -1
**HOMO energy**: -3.20 eV

```
43
C20H19N2O2 (wB97M-V/def2-TZVPD)
C 0.615 -2.100 -0.146
C -0.217 -2.443 0.900
C -1.388 -3.204 0.655
N -2.351 -3.841 0.489
H 1.640 -1.887 0.143
H 0.413 -2.455 -1.144
H 0.051 -2.255 1.934
C 2.093 -1.819 -5.096
C 2.587 -1.830 -3.673
O 1.912 -0.725 -2.999
C 2.151 -0.637 -1.671
C 0.900 -0.180 -0.925
N 1.038 0.485 0.255
C -0.027 0.917 0.929
C 0.191 1.285 2.334
C -0.886 1.451 3.237
C -0.617 1.817 4.553
C 0.712 1.979 4.977
C 1.783 1.743 4.095
C 1.523 1.371 2.779
C -1.362 1.050 0.278
C -2.163 2.190 0.535
C -3.330 2.398 -0.202
C -3.714 1.496 -1.214
C -2.935 0.353 -1.456
C -1.799 0.113 -0.690
O 3.241 -0.884 -1.161
H 2.435 -2.709 -5.617
H 0.990 -1.774 -5.150
H 2.488 -0.941 -5.631
H 2.300 -2.778 -3.179
H 3.672 -1.658 -3.602
H 0.222 0.349 -1.664
H -1.915 1.265 2.900
H -1.448 1.958 5.248
H 0.915 2.280 6.009
H 2.815 1.829 4.429
H 2.324 1.131 2.067
H -1.858 2.895 1.315
H -3.955 3.269 0.021
H -4.603 1.687 -1.817
H -3.211 -0.379 -2.225
H -1.229 -0.813 -0.820
```

---

Entry 3:
Density functional theory data (wB97M-V/def2-TZVPD) for a single C20H19N3O2 molecule.

Properties
**SMILES**: Cc1ccc(CN2C(=O)N[C@H](Cc3c[nH]c4ccccc34)C2=O)cc1
**Kohn-Sham gap**: 8.885 eV
**Calculated total energy**: -1088.3681 Ha
**Energy above the lowest of the compared OMol25 structures with the same formula, charge and spin**: 0.0 kcal/mol
**Charge**: 0
**HOMO energy**: -8.20 eV

```
44
C20H19N3O2 (wB97M-V/def2-TZVPD)
C -6.640 -0.266 -2.002
C -5.512 -0.226 -1.017
C -4.809 -1.384 -0.704
C -3.782 -1.362 0.221
C -3.438 -0.176 0.857
C -2.290 -0.144 1.832
N -1.037 0.077 1.132
C -0.259 -0.971 0.620
O -0.483 -2.144 0.771
N 0.757 -0.392 -0.061
C 0.783 1.038 0.087
C 1.995 1.543 0.896
C 3.270 1.283 0.167
C 3.927 2.137 -0.671
N 5.036 1.528 -1.190
C 5.118 0.258 -0.697
C 6.055 -0.742 -0.929
C 5.877 -1.945 -0.281
C 4.797 -2.153 0.581
C 3.865 -1.167 0.816
C 4.014 0.061 0.168
C -0.516 1.301 0.845
O -0.971 2.370 1.166
C -4.127 0.986 0.540
C -5.155 0.958 -0.385
H -7.535 -0.671 -1.528
H -6.393 -0.907 -2.846
H -6.872 0.730 -2.371
H -5.070 -2.313 -1.191
H -3.234 -2.265 0.447
H -2.200 -1.099 2.355
H -2.411 0.674 2.547
H 1.549 -0.915 -0.398
H 0.767 1.539 -0.888
H 2.007 1.035 1.863
H 1.861 2.612 1.066
H 3.684 3.149 -0.929
H 5.693 1.953 -1.821
H 6.892 -0.578 -1.591
H 6.585 -2.745 -0.439
H 4.696 -3.109 1.073
H 3.042 -1.340 1.494
H -3.851 1.915 1.016
H -5.685 1.869 -0.621
```

---

Entry 4:
Density functional theory data (wB97M-V/def2-TZVPD) for a single C20H19N3O3 molecule.

Properties
**SMILES**: COC(=O)Cc1[nH]n(-c2ccccc2)c(=O)c1/C(C)=N/c1ccccc1
**Kohn-Sham gap**: 8.422 eV
**Calculated total energy**: -1163.5235 Ha
**Energy above the lowest of the compared OMol25 structures with the same formula, charge and spin**: 58.8 kcal/mol
**Charge**: 0
**HOMO energy**: -7.99 eV

```
45
C20H19N3O3 (wB97M-V/def2-TZVPD)
C 0.572 5.177 0.718
O 0.962 3.918 0.182
C -0.009 3.062 -0.103
O -1.182 3.293 0.075
C 0.545 1.782 -0.693
C -0.311 0.605 -0.390
N -1.657 0.687 -0.487
N -2.206 -0.496 -0.046
C -3.588 -0.697 -0.060
C -4.149 -1.753 0.655
C -5.519 -1.936 0.646
C -6.342 -1.074 -0.059
C -5.783 -0.027 -0.772
C -4.414 0.164 -0.779
C -1.181 -1.409 0.231
O -1.366 -2.561 0.574
C 0.049 -0.665 -0.001
C 1.393 -1.177 0.176
C 1.524 -2.560 0.737
N 2.366 -0.407 -0.117
C 3.705 -0.729 -0.088
C 4.570 0.040 0.694
C 5.931 -0.190 0.658
C 6.457 -1.169 -0.170
C 5.607 -1.921 -0.964
C 4.243 -1.711 -0.924
H -0.108 5.687 0.033
H 1.487 5.749 0.846
H 0.068 5.039 1.677
H 1.557 1.582 -0.332
H 0.608 1.927 -1.776
H -2.139 1.571 -0.348
H -3.507 -2.427 1.197
H -5.946 -2.758 1.200
H -7.412 -1.219 -0.059
H -6.415 0.646 -1.332
H -3.994 0.972 -1.360
H 2.568 -2.811 0.908
H 0.968 -2.632 1.669
H 1.078 -3.276 0.049
H 4.156 0.800 1.339
H 6.588 0.402 1.279
H 7.522 -1.341 -0.199
H 6.009 -2.683 -1.616
H 3.578 -2.290 -1.549
```

---

Entry 5:
Density functional theory data (wB97M-V/def2-TZVPD) for a single C20H19N5O2S molecule at a distorted geometry.

Properties
**SMILES**: CC(=O)c1ccc(-n2nnnc2SCC(=O)N2CCc3ccccc3C2)cc1
**Kohn-Sham gap**: 8.884 eV
**Calculated total energy**: -1595.8517 Ha
**Energy above the lowest of the compared OMol25 structures with the same formula, charge and spin**: 105.3 kcal/mol
**Charge**: 0
**HOMO energy**: -9.12 eV

```
47
C20H19N5O2S (wB97M-V/def2-TZVPD)
C 0.472 5.906 4.658
C 0.332 4.491 4.016
O -0.664 3.821 4.167
C 1.325 3.953 3.005
C 1.446 2.613 2.742
C 2.010 2.146 1.581
C 2.624 3.017 0.568
N 3.105 2.522 -0.639
N 3.899 3.225 -1.435
N 3.721 2.715 -2.608
N 2.894 1.689 -2.670
C 2.465 1.563 -1.411
S 1.336 0.291 -1.084
C 1.247 -0.707 -2.751
C 0.928 -2.149 -2.563
O 1.876 -2.990 -2.600
N -0.359 -2.741 -2.494
C -1.500 -1.767 -2.319
C -2.874 -2.311 -2.128
C -2.877 -3.375 -1.137
C -3.984 -3.595 -0.266
C -3.945 -4.635 0.666
C -2.910 -5.565 0.583
C -1.734 -5.383 -0.209
C -1.746 -4.188 -1.047
C -0.495 -4.032 -1.847
C 2.570 4.348 0.900
C 1.906 4.804 2.087
H -0.386 6.504 4.241
H 0.465 5.626 5.762
H 1.406 6.478 4.431
H 1.127 1.970 3.552
H 1.996 1.098 1.396
H 0.395 -0.213 -3.405
H 2.289 -0.529 -3.173
H -1.495 -1.104 -3.234
H -1.289 -1.122 -1.463
H -3.646 -1.591 -1.817
H -3.338 -2.679 -2.985
H -4.777 -2.928 -0.322
H -4.779 -4.722 1.269
H -2.928 -6.378 1.349
H -0.885 -6.050 -0.057
H 0.400 -4.134 -1.162
H -0.566 -4.780 -2.591
H 3.009 5.051 0.258
H 1.935 5.836 2.188
```